41
Properties=species:S:1:pos:R:3:forces:R:3 method="wB97M-V/def2-TZVPD" total_charge=+2 gap_ev=5.09 e_tot_ha=-1862.38008 lumo_ev=-8.5518
O -3.812150 3.446579 0.119501 -0.9 -0.7 0.6
C -2.899632 4.030517 -0.325127 1.2 0.5 -1.1
I -2.499586 6.095287 0.233407 0.0 -0.4 -0.1
C -1.907360 3.424969 -1.333191 1.0 0.5 0.5
Si -1.171057 1.794142 -0.700564 -0.7 0.7 -1.8
C -2.187762 0.311373 -1.305308 -0.5 0.4 0.1
C -2.992148 -0.384944 -0.169984 0.1 0.2 -0.5
C -2.087868 -0.678055 1.019675 -1.0 -0.8 0.5
C -0.945273 -1.625620 0.768713 -0.4 -0.2 -0.6
C -0.654678 -2.319091 -0.418710 0.5 -0.6 0.6
C 0.488569 -3.179328 -0.520839 -0.8 0.3 -0.8
C 1.359434 -3.396006 0.514699 0.0 0.7 0.9
C 1.076017 -2.723082 1.759980 -0.6 1.4 -0.1
C -0.111331 -1.823753 1.841930 2.5 -1.7 1.5
O 0.367153 1.663089 -1.481542 0.5 -1.6 2.0
Si 1.340462 0.411338 -0.954753 -0.3 1.2 -3.5
F 1.368012 -0.739576 -2.129902 0.0 0.8 1.4
C 3.147149 0.940813 -0.717104 -0.8 -1.2 0.7
C 3.868396 0.036563 0.341088 1.7 1.7 -3.3
O 3.396843 0.407959 1.700680 10.6 9.2 -0.4
H -2.334340 3.311557 -2.344012 -0.2 0.0 0.5
H -1.043971 4.110321 -1.443883 -0.5 -0.2 0.0
H -1.014053 1.808077 0.771152 0.3 0.2 -0.1
H -1.505635 -0.340221 -1.882332 -0.4 0.1 0.3
H -2.925090 0.683460 -2.043999 0.5 0.0 0.2
H -3.509446 -1.279493 -0.570284 0.4 0.2 0.4
H -3.816512 0.264311 0.179612 0.5 -0.1 -0.2
H -2.709940 -1.139074 1.817285 0.3 0.2 -0.3
H -1.681656 0.239046 1.483172 -0.3 -0.5 -0.3
H -1.306770 -2.210414 -1.287021 0.2 -0.1 0.3
H 0.682516 -3.677880 -1.477529 -0.2 0.2 0.4
H 2.232188 -4.047054 0.397627 -0.4 0.2 0.2
H 1.730401 -2.893349 2.639595 -1.0 -0.8 0.0
H -0.290317 -1.318220 2.803716 -0.2 -0.4 -0.4
H 0.795315 -0.242493 0.251806 0.1 0.2 -0.2
H 3.129209 2.012438 -0.467437 0.6 -0.4 0.0
H 3.648288 0.732131 -1.681390 -0.1 0.4 0.4
H 4.948455 0.237449 0.255460 -0.3 -0.2 0.6
H 3.665587 -1.046560 0.190835 0.6 0.6 -0.4
H 3.952895 -0.101519 2.322028 2.0 1.7 0.5
Hg 2.209688 -0.795685 1.842953 -14.1 -11.7 1.7

14
Properties=species:S:1:pos:R:3:forces:R:3 method="wB97M-V/def2-TZVPD" gap_ev=10.10 e_tot_ha=-779.91115 smiles="O=C1OC[C@@H](O)CS1" lumo_ev=0.3775
O 0.107112 2.356131 -2.344762 -0.1 -0.2 -0.4
C 0.084238 1.571343 -1.452175 -0.7 0.4 0.8
O 1.178958 1.326475 -0.724065 0.0 -0.2 -1.1
C 1.077939 0.499861 0.394688 -0.7 -0.3 1.3
C 0.229398 -0.754840 0.238902 -1.4 -0.6 -2.7
O 0.545660 -1.560185 1.301812 0.0 -1.8 0.9
C -1.312528 -0.463451 0.210117 1.5 0.8 0.3
S -1.553553 0.940662 -0.926144 0.2 0.2 -0.5
H 2.103348 0.207740 0.664444 -0.5 0.2 0.1
H 0.563474 1.087514 1.187815 0.7 -0.3 0.0
H 0.397272 -1.304239 -0.776718 0.3 1.1 1.4
H 0.081382 -2.418514 1.187509 0.5 0.8 0.3
H -1.853058 -1.325031 -0.183416 0.0 0.1 0.2
H -1.649642 -0.163467 1.221992 0.1 -0.3 -0.6

61
Properties=species:S:1:pos:R:3:forces:R:3 method="wB97M-V/def2-TZVPD" gap_ev=8.45 e_tot_ha=-1662.40243 smiles="CCOCCCn1c(=S)[nH]c2cc(C(=O)NCCCN(CC)CC)ccc2c1=O" lumo_ev=0.0593
C -3.609020 1.835103 1.213014 0.1 -0.4 -0.1
C -3.093661 0.429447 1.515133 0.0 0.3 0.1
O -3.214534 -0.465209 0.428136 0.1 0.0 -0.1
C -4.516403 -0.937818 0.134209 -0.3 -0.1 -0.1
C -5.039666 -2.001246 1.108389 0.4 0.1 -0.2
C -4.246161 -3.308121 1.030901 -0.7 -0.1 -0.1
N -2.824873 -3.068513 1.219401 0.3 -0.2 0.1
C -2.365755 -2.834677 2.480207 0.2 0.0 0.4
S -3.297725 -2.973868 3.834762 -0.2 0.0 0.5
N -1.061720 -2.479214 2.625059 0.0 0.0 0.0
C -0.210983 -2.244389 1.575891 0.2 0.0 -0.8
C 1.076563 -1.753083 1.772003 0.1 0.0 -0.1
C 1.889382 -1.494186 0.682090 -0.3 -0.2 0.2
C 3.244197 -0.901729 0.941806 0.1 0.0 -0.2
O 3.898821 -1.177853 1.929853 0.0 -0.1 0.3
N 3.638292 -0.045911 -0.019069 0.0 0.0 -0.2
C 4.818757 0.776965 0.090192 0.2 0.1 0.2
C 4.454256 2.252463 -0.079428 0.0 -0.2 -0.3
C 3.828736 2.538457 -1.450779 0.1 0.2 0.3
N 2.510348 1.928793 -1.585597 0.0 0.1 -0.1
C 1.441116 2.662479 -0.916281 -0.2 -0.2 0.2
C 0.512086 1.724452 -0.147903 0.1 0.3 -0.1
C 2.177962 1.521526 -2.942321 0.0 0.1 -0.2
C 2.172217 2.632210 -3.997476 0.0 -0.2 0.3
C 1.437173 -1.768051 -0.611990 0.0 0.0 0.0
C 0.169989 -2.270667 -0.806425 -0.1 0.0 0.2
C -0.672482 -2.498886 0.280255 0.4 0.1 0.1
C -2.042651 -2.969122 0.066224 0.2 -0.1 -0.1
O -2.494692 -3.260775 -1.018449 0.1 0.1 -0.1
H -4.690815 1.844392 1.106242 -0.1 0.1 0.0
H -3.164164 2.200567 0.290661 0.0 0.1 -0.1
H -3.339571 2.501423 2.027808 0.0 0.1 0.1
H -3.591339 0.034601 2.410612 0.1 0.0 0.0
H -2.016980 0.469540 1.709353 -0.1 0.0 0.1
H -4.426552 -1.370808 -0.865590 -0.1 0.1 0.0
H -5.228425 -0.104448 0.092190 0.0 0.0 -0.1
H -6.080152 -2.214346 0.862920 -0.1 0.0 0.0
H -5.007146 -1.620617 2.130547 -0.1 0.0 0.0
H -4.590102 -4.000723 1.802394 0.1 0.1 -0.2
H -4.357481 -3.761505 0.044473 0.0 0.0 0.2
H -0.746768 -2.320704 3.573764 -0.2 -0.1 -0.2
H 1.448656 -1.559203 2.767093 0.1 0.0 0.1
H 2.966825 0.316242 -0.695415 -0.1 -0.1 0.2
H 5.537839 0.482641 -0.684045 0.0 0.1 0.1
H 5.269624 0.592453 1.069192 0.0 0.0 -0.2
H 3.761861 2.541576 0.712282 0.0 0.1 0.1
H 5.358108 2.854219 0.024987 0.0 0.0 0.0
H 3.791442 3.627497 -1.609278 0.0 -0.1 -0.1
H 4.477398 2.111740 -2.219731 0.0 0.0 -0.1
H 0.849495 3.245300 -1.634217 0.1 0.1 0.0
H 1.884589 3.370651 -0.213175 0.0 0.0 -0.1
H 0.068979 0.980945 -0.805841 -0.1 -0.1 -0.1
H 1.057026 1.204294 0.635877 0.0 -0.1 0.1
H -0.290281 2.297728 0.309690 -0.2 0.0 0.1
H 1.191040 1.053171 -2.905946 0.0 -0.1 0.0
H 2.900595 0.755242 -3.242880 -0.1 -0.1 0.0
H 1.875423 2.217952 -4.957194 0.0 0.0 -0.1
H 1.470053 3.420114 -3.735348 -0.1 0.1 0.0
H 3.160549 3.072850 -4.103419 0.1 0.1 -0.1
H 2.087456 -1.601008 -1.456329 0.1 0.0 -0.1
H -0.206749 -2.490354 -1.793485 0.0 0.0 -0.1

13
Properties=species:S:1:pos:R:3:forces:R:3 method="wB97M-V/def2-TZVPD" gap_ev=10.04 e_tot_ha=-344.43644 lumo_ev=1.0768
C -0.847030 0.250908 1.046979 0.3 0.1 0.0
C -0.560289 -0.931004 0.092823 0.0 -0.6 0.2
O -1.256350 -0.179759 -0.969221 0.4 0.1 -0.1
C -0.691980 0.924098 -0.295200 3.6 -0.1 -0.4
C 1.053551 0.596586 -0.620904 -1.1 -0.2 0.1
O 1.728285 0.051917 0.498285 -0.2 -0.2 0.1
C 0.914603 -0.802088 -0.329297 0.0 -0.6 0.1
H -1.871658 0.207513 1.427244 0.2 0.2 -0.3
H -0.131204 0.509699 1.823577 0.0 -0.2 0.0
H -0.959420 -1.931367 0.249661 -0.1 0.1 0.0
H -0.464149 1.873922 -0.685448 -2.2 1.7 -0.4
H 1.711340 1.022541 -1.414757 -0.9 -0.1 0.6
H 1.425174 -1.607086 -0.835884 0.1 -0.1 0.0

20
Properties=species:S:1:pos:R:3:forces:R:3 method="wB97M-V/def2-TZVPD" gap_ev="7.38 / 7.27" e_tot_ha=-315.25958 lumo_ev="0.6702 / 0.6850"
B -0.200195 -0.198221 0.063134 1.1 1.9 0.1
C 0.743375 -1.395255 -0.005541 -0.3 2.2 -0.1
C 2.051606 -1.144076 -0.111557 -2.3 1.7 1.7
C 2.056651 1.490227 0.087440 -2.3 -3.3 1.9
C 2.784879 0.162702 0.026746 -1.5 1.0 1.8
C -2.170144 1.374184 -0.102155 -0.8 -2.2 5.0
C -2.447972 -1.105907 0.070036 -1.7 0.4 -0.5
N -1.564516 0.052082 0.045692 1.0 0.6 0.1
H 0.273214 -2.331646 -0.117869 0.1 -1.4 -0.2
H 2.691722 -1.910670 -0.204173 2.3 -3.0 -0.5
H 2.020510 1.981632 -0.804769 -0.2 1.7 -2.1
H 2.079478 2.054128 1.027755 0.0 -0.2 -0.6
H 3.375206 0.199547 0.958945 0.4 -0.9 -0.5
H 3.360417 0.046279 -0.832622 2.0 0.6 -1.4
H -1.513650 2.049613 -0.454435 2.2 2.3 -1.1
H -2.950894 1.200713 -0.722328 -2.7 0.2 -2.1
H -2.581673 1.698178 0.946372 0.6 -0.3 -1.9
H -2.640669 -1.465991 -0.947491 0.2 -0.1 0.0
H -1.829667 -1.785510 0.606372 -0.6 -1.4 0.5
H -3.537677 -0.972001 0.470440 2.3 0.2 0.0

79
Properties=species:S:1:pos:R:3:forces:R:3 method="wB97M-V/def2-TZVPD" spin_multiplicity=5 s_squared=6.01 total_charge=+1 gap_ev="6.80 / 6.84" e_tot_ha=-2691.40265 lumo_ev="-2.4316 / -2.4052"
Pm -0.828579 -0.017799 1.275478 1.8 0.0 1.3
C 1.438952 1.432502 1.474677 -0.5 0.5 0.4
C 0.426418 2.389550 1.166022 0.0 -0.4 0.5
C -0.040355 1.512678 3.250640 0.6 0.1 -0.8
C 1.166261 0.913118 2.773729 -0.6 0.6 -0.2
C -0.491116 2.429591 2.255623 0.6 -0.3 0.0
C 2.697872 1.199317 0.706941 0.5 -0.2 -0.2
H 2.941453 0.127620 0.664486 0.1 0.2 -0.1
H 3.562801 1.700112 1.181264 -0.4 -0.2 -0.1
H 2.632106 1.572857 -0.323513 0.0 -0.2 0.2
C 2.053044 -0.001199 3.542111 0.3 -0.5 0.1
H 3.085207 0.056256 3.170014 -0.2 0.0 0.2
H 1.738221 -1.048952 3.460133 0.1 0.1 0.1
H 2.051409 0.243125 4.612060 0.0 0.0 -0.3
C -0.674181 1.290093 4.573375 -0.3 -0.2 0.7
H 0.080520 1.004612 5.319791 -0.3 0.1 -0.1
H -1.423351 0.481206 4.541599 0.2 0.3 0.1
H -1.191926 2.196940 4.919552 0.2 -0.2 0.0
C -1.549590 3.458781 2.464277 -0.5 0.3 0.3
H -1.434295 3.906583 3.471112 -0.1 -0.1 -0.5
H -2.576294 3.055612 2.410136 0.3 0.2 0.1
H -1.459461 4.266542 1.726489 -0.1 -0.2 0.2
C 0.430544 3.347598 0.026515 -0.1 0.4 -0.6
H 0.359353 4.385593 0.398977 0.1 -0.4 -0.2
H -0.418487 3.195076 -0.661121 0.4 0.2 0.2
H 1.356100 3.261637 -0.562780 -0.3 0.1 0.2
C 3.009221 -0.916979 -2.615141 0.5 0.1 -0.5
C 3.111247 0.028924 -3.562703 0.0 -0.2 0.5
C 2.043898 0.560552 -4.488034 -0.1 0.1 -0.3
C 0.774280 -0.292517 -4.684136 -0.4 -0.3 -1.0
C -0.347677 0.069041 -3.702683 0.7 -0.2 0.4
C 0.110957 0.335257 -2.306986 -1.5 0.4 1.7
C 0.712865 -0.815852 -1.486432 0.3 0.3 -0.4
C 1.778431 -1.680246 -2.196086 0.0 -0.5 0.7
H 2.500830 0.696340 -5.484141 -0.1 -0.1 0.4
H 1.005269 -1.363124 -4.644801 0.2 0.4 -0.1
H 1.762907 1.584352 -4.178629 0.1 -0.3 -0.1
H 1.305576 -2.225802 -3.026908 0.3 0.1 0.3
H 3.920508 -1.242362 -2.088108 -0.4 0.5 -0.3
H 4.086119 0.510861 -3.716413 -0.3 -0.3 0.1
H 2.101327 -2.449356 -1.466029 -0.2 0.2 -0.4
H 1.185850 -0.404519 -0.569902 -0.1 0.0 -0.4
H 0.633289 1.289063 -2.160217 0.1 -0.3 -0.2
H -0.070323 -1.522463 -1.124370 0.0 0.1 -0.2
H 0.388879 -0.110577 -5.703799 0.2 -0.1 0.2
H -0.829361 0.977044 -4.102118 0.0 -0.3 0.2
P -1.743248 -1.114663 -3.488043 0.4 1.0 -2.0
C -1.296218 -2.804513 -3.906614 -0.1 -0.9 0.2
C -2.922885 -0.624761 -4.776837 -0.5 -0.4 -0.2
P -1.637364 0.679345 -1.112783 2.0 0.0 -1.2
C -2.460511 -0.807083 -1.892668 -0.3 -0.6 0.8
C -2.286777 2.056852 -2.130442 -0.3 0.5 0.4
C -3.057808 0.848190 0.342848 -1.3 -0.3 -0.3
H -0.951487 -3.385985 -3.035411 -0.1 0.3 -0.3
H -0.512706 -2.837875 -4.682077 -0.3 0.2 0.3
H -2.190120 -3.308809 -4.316946 0.4 0.2 0.3
H -3.471447 -1.527914 -5.091430 0.0 0.5 0.0
H -2.399950 -0.206784 -5.650046 -0.1 -0.2 0.3
H -3.642308 0.118696 -4.402396 0.3 -0.2 -0.1
H -3.975893 0.678256 -0.230448 -0.1 0.3 0.4
H -3.048967 1.867032 0.749212 -0.1 -0.3 0.1
H -3.098896 0.079785 1.161958 -0.7 0.6 -0.4
H -2.340701 -1.711390 -1.261798 -0.2 0.4 -0.2
H -3.533750 -0.586008 -1.982616 0.3 -0.3 -0.1
H -2.470874 2.919387 -1.473995 -0.1 -0.2 -0.2
H -3.245264 1.770566 -2.580163 0.2 0.2 0.1
H -1.586745 2.374533 -2.912530 -0.2 -0.2 0.3
Te -2.091957 -2.126674 3.021159 -0.4 -0.5 0.0
C -0.360904 -2.587015 4.165149 0.3 0.0 0.0
C -0.230619 -2.078442 5.470660 0.4 -0.2 -0.5
C 0.951107 -2.312342 6.183740 -0.1 -0.2 -0.2
C 1.971574 -3.087391 5.617983 -0.1 0.1 -0.1
C 1.822531 -3.620698 4.330511 -0.1 0.0 0.1
C 0.656311 -3.379876 3.596994 -0.1 0.4 0.6
H -1.044975 -1.490697 5.895617 0.3 -0.2 0.0
H 1.069683 -1.893819 7.185035 0.0 -0.2 -0.3
H 2.884406 -3.277596 6.187660 -0.3 0.1 -0.2
H 2.616995 -4.232848 3.897861 -0.2 0.2 0.2
H 0.513049 -3.776145 2.590904 0.2 0.0 0.3